Here is one molecule with the formula C4H5NO2 from the OMol25 dataset. Energies are from wB97M-V/def2-TZVPD.

**HOMO-LUMO gap**: 9.32 eV
**Max |F|**: 0.7 eV/A
**Total energy**: -360.49246 Ha
**Energy above the lowest of the compared OMol25 structures with the same formula, charge and spin**: 111.0 kcal/mol
**E_HOMO**: -9.2 eV
**Lowest unoccupied orbital energy**: 0.0034 Ha

Each line ends with the natural charge from an NBO analysis.
Cartesian coordinates (Å):
O: -1.487 0.427 0.271  -0.464
C: -1.505 0.711 -1.005  0.093
C: -0.204 0.635 0.866  0.228
C: 0.495 -0.618 1.226  -0.249
N: 0.927 0.213 0.126  -0.454
C: 1.040 -0.242 -1.201  0.525
O: 1.310 -1.389 -1.468  -0.565
H: -2.485 0.326 -1.336  0.088
H: -0.160 1.573 1.415  0.205
H: -0.026 -1.538 0.959  0.221
H: 1.141 -0.650 2.098  0.213
H: 0.955 0.551 -1.952  0.158

---

Here is C28H35N2Ru as an isolated structure in a non-equilibrium geometry from the OMol25 dataset. Energies are from wB97M-V/def2-TZVPD.

**HOMO-LUMO gap (alpha / beta)**: 6.34 / 6.76 eV
**Spin multiplicity**: 5
**Max |F|**: 6.4 eV/A
**Total energy**: -1291.86847 Ha
**Total charge**: +1
**Energy above the lowest of the compared OMol25 structures with the same formula, charge and spin**: 0.0 kcal/mol
**E_HOMO (alpha / beta)**: -9.5 / -10.7 eV
**Lowest unoccupied orbital energy (alpha / beta)**: -0.1179 / -0.1454 Ha
**Expectation value of S²**: 6.1264

Each line ends with the Löwdin spin population.
Cartesian coordinates (Å):
C: 1.412 -1.697 0.571  0.077
C: 1.940 -1.123 -0.610  0.055
C: 0.992 -1.248 -1.649  0.118
C: -0.163 -1.952 -1.136  0.037
C: 0.119 -2.280 0.271  0.026
Ru: -0.710 -0.388 0.148  1.891
C: -3.270 1.371 -1.347  0.464
C: -2.616 0.897 -0.129  -0.044
H: -2.484 1.563 0.753  0.000
C: -2.675 -0.537 0.215  0.036
H: -3.163 -1.130 -0.558  0.008
H: -3.041 -0.801 1.217  -0.004
C: -3.105 2.915 -1.532  0.058
H: -2.512 3.527 -0.816  0.007
H: -2.754 3.328 -2.503  0.004
H: -4.111 3.318 -1.442  0.015
C: -2.694 0.636 -2.599  0.056
H: -1.745 0.032 -2.595  0.014
H: -3.434 -0.095 -2.914  0.012
H: -2.516 1.262 -3.495  0.001
C: 3.308 -0.552 -0.723  0.011
H: 3.532 0.102 0.131  0.003
H: 4.077 -1.340 -0.741  0.002
H: 3.423 0.045 -1.632  0.000
C: 1.199 -0.860 -3.066  0.021
H: 1.741 0.090 -3.141  0.001
H: 1.785 -1.620 -3.610  0.008
H: 0.245 -0.743 -3.593  0.002
C: -1.223 -2.624 -1.932  0.014
H: -1.341 -2.147 -2.911  0.000
H: -0.986 -3.686 -2.088  0.002
H: -2.177 -2.564 -1.403  0.002
C: -0.546 -3.368 1.039  0.005
H: -1.603 -3.438 0.767  0.000
H: -0.075 -4.343 0.837  -0.001
H: -0.482 -3.190 2.119  0.000
C: 2.148 -1.866 1.845  0.011
H: 1.483 -2.223 2.639  0.000
H: 2.965 -2.597 1.741  0.004
H: 2.598 -0.920 2.175  0.002
C: 1.765 2.461 -1.301  0.693
C: 0.504 2.356 -1.985  0.095
C: 2.877 2.921 -1.918  0.093
C: 0.410 2.748 -3.317  0.034
H: -0.586 2.127 -1.891  0.007
C: 2.808 3.215 -3.312  0.038
H: 3.764 3.014 -1.275  0.015
C: 1.566 3.107 -3.991  -0.022
H: -0.549 2.757 -3.864  0.005
H: 3.701 3.537 -3.869  0.006
H: 1.528 3.295 -5.049  0.000
N: -1.009 0.085 4.316  0.012
C: -1.340 -0.414 3.109  0.016
N: -0.561 0.131 2.165  0.028
C: 0.351 0.993 2.797  0.010
C: 1.427 1.734 2.301  0.019
C: 2.170 2.476 3.235  0.002
C: 1.846 2.467 4.604  0.000
C: 0.779 1.699 5.090  0.001
C: 0.054 0.975 4.158  0.002
H: -1.466 -0.160 5.187  0.000
H: -2.158 -1.108 2.945  0.000
H: 1.627 1.719 1.225  0.026
H: 3.016 3.077 2.897  0.000
H: 2.439 3.071 5.294  0.000
H: 0.493 1.651 6.141  0.000

---

Here is C5H15Co2FN5O14P as an isolated structure in a non-equilibrium geometry from the OMol25 dataset. Energies are from wB97M-V/def2-TZVPD.

**HOMO-LUMO gap (alpha / beta)**: 6.35 / 6.12 eV
**Spin multiplicity**: 7
**Max |F|**: 9.3 eV/A
**Total energy**: -4732.89221 Ha
**Energy above the lowest of the compared OMol25 structures with the same formula, charge and spin**: 93.7 kcal/mol
**E_HOMO (alpha / beta)**: -8.2 / -8.0 eV
**Lowest unoccupied orbital energy (alpha / beta)**: -0.0686 / -0.0703 Ha
**Expectation value of S²**: 12.0203

Each line ends with the Löwdin spin population.
Cartesian coordinates (Å):
Co: 2.014 0.462 -1.538  2.693
Co: 1.837 -1.797 0.780  2.607
P: 3.095 -1.900 -1.756  0.006
O: 1.992 -2.631 -0.986  0.130
O: 4.593 -2.350 -1.659  0.073
O: 3.269 -0.977 -0.574  0.287
O: 2.655 -0.842 -2.736  0.094
F: 0.864 -0.095 0.128  0.067
C: -2.556 1.134 0.203  0.000
N: -3.545 2.173 0.465  0.000
O: -3.441 2.802 1.511  0.000
O: -4.476 2.392 -0.304  0.000
H: -1.521 1.471 0.265  0.000
H: -2.663 0.748 -0.811  0.000
H: -2.683 0.320 0.917  0.000
C: 3.883 2.259 1.768  0.000
N: 3.395 2.773 0.463  0.002
O: 3.596 3.943 0.200  0.008
O: 2.709 2.028 -0.177  0.008
H: 4.675 2.865 2.206  0.000
H: 4.233 1.227 1.757  0.000
H: 2.992 2.353 2.389  0.000
C: -1.484 -3.130 -0.872  0.000
N: -2.738 -2.822 -0.071  0.000
O: -3.486 -2.018 -0.630  0.000
O: -2.913 -3.556 0.895  0.000
H: -0.828 -3.872 -0.417  0.000
H: -0.816 -2.283 -1.027  0.000
H: -1.847 -3.352 -1.876  0.000
C: -1.589 -1.154 -3.629  0.001
N: -1.027 0.079 -2.987  0.002
O: -1.835 1.094 -2.950  0.000
O: 0.115 0.055 -2.702  0.019
H: -2.040 -0.908 -4.590  0.000
H: -2.281 -1.639 -2.941  0.000
H: -0.696 -1.760 -3.785  0.000
C: -0.234 1.265 3.080  0.000
N: -0.127 0.546 4.305  0.000
O: -0.816 0.958 5.235  0.000
O: 0.586 -0.430 4.268  0.001
H: -0.314 2.301 3.411  0.000
H: -1.098 1.058 2.449  0.000
H: 0.551 1.210 2.325  0.000

---

Here is C24H15Cl2N4O2PdS as an isolated structure in a non-equilibrium geometry from the OMol25 dataset. Energies are from wB97M-V/def2-TZVPD.

**HOMO-LUMO gap (alpha / beta)**: 4.76 / 4.69 eV
**Max |F|**: 1.7 eV/A
**Total energy**: -2739.28949 Ha
**Total charge**: +1
**Energy above the lowest of the compared OMol25 structures with the same formula, charge and spin**: 31.7 kcal/mol
**E_HOMO (alpha / beta)**: -10.4 / -10.4 eV
**Lowest unoccupied orbital energy (alpha / beta)**: -0.2083 / -0.2088 Ha

Each line ends with the natural charge from an NBO analysis.
Cartesian coordinates (Å):
Pd: -0.478 -0.030 0.191  0.839
Cl: -4.274 -5.787 1.496  0.124
C: -3.584 -4.234 1.576  -0.003
C: -2.578 -3.916 0.759  -0.284
C: -1.982 -2.589 0.816  0.282
N: -1.005 -2.180 0.089  -0.498
C: -0.267 -3.040 -0.795  0.659
O: -0.139 -4.219 -0.618  -0.503
C: 0.352 -2.337 -1.955  0.065
C: 1.100 -3.080 -2.849  -0.178
C: 1.629 -2.436 -3.956  -0.149
C: 1.349 -1.095 -4.129  -0.213
C: 0.576 -0.439 -3.178  0.057
N: 0.099 -1.033 -2.089  -0.448
C: -2.584 -1.579 1.775  0.386
C: -3.627 -2.023 2.675  -0.312
C: -4.110 -3.267 2.574  0.004
Cl: -5.377 -3.754 3.593  0.134
N: -2.080 -0.403 1.685  -0.570
C: -2.454 0.725 2.459  0.651
O: -3.407 0.811 3.181  -0.493
C: -1.509 1.873 2.261  0.084
C: -1.542 2.890 3.192  -0.181
C: -0.723 3.994 3.011  -0.128
C: 0.067 4.046 1.880  -0.215
C: 0.042 2.986 0.988  0.079
N: -0.711 1.903 1.174  -0.435
H: -2.184 -4.647 0.077  0.280
H: 1.249 -4.134 -2.663  0.253
H: 2.235 -2.976 -4.672  0.238
H: 1.724 -0.547 -4.983  0.239
H: 0.332 0.604 -3.312  0.205
H: -4.047 -1.339 3.389  0.281
H: -2.213 2.800 4.034  0.258
H: -0.716 4.799 3.734  0.242
H: 0.708 4.891 1.674  0.246
H: 0.653 3.008 0.101  0.235
S: 1.791 -0.038 0.548  -0.061
C: 2.585 1.221 -0.421  -0.074
C: 3.927 1.462 -0.131  -0.266
C: 4.639 2.420 -0.839  -0.183
C: 4.030 3.152 -1.848  -0.226
C: 2.697 2.916 -2.140  -0.192
C: 1.980 1.957 -1.431  -0.326
H: 4.416 0.894 0.653  0.225
H: 5.680 2.592 -0.599  0.225
H: 4.589 3.899 -2.398  0.226
H: 2.206 3.480 -2.926  0.218
H: 0.935 1.798 -1.650  0.202

---

Here is a 2-piece molecular cluster, C2H8N3P overall in a non-equilibrium geometry from the OMol25 dataset. Energies are from wB97M-V/def2-TZVPD.

**HOMO-LUMO gap (alpha / beta)**: 6.36 / 7.56 eV
**Max |F|**: 5.5 eV/A
**Total energy**: -586.51402 Ha
**Energy above the lowest of the compared OMol25 structures with the same formula, charge and spin**: 63.2 kcal/mol
**E_HOMO (alpha / beta)**: -6.4 / -7.2 eV
**Lowest unoccupied orbital energy (alpha / beta)**: 0.0001 / 0.0119 Ha

Each line ends with the natural charge from an NBO analysis.
Cartesian coordinates (Å):
C: -0.390 0.683 -1.336  0.043
C: -1.740 0.898 -2.000  -0.665
N: -0.147 1.094 -0.207  -0.619
N: 1.765 0.704 2.543  -1.154
N: 1.916 -1.209 1.003  -1.169
P: 2.229 0.366 1.006  1.230
H: 0.416 -0.050 -1.963  0.079
H: -1.971 0.378 -2.826  0.205
H: -2.515 0.854 -1.317  0.219
H: -1.572 2.013 -2.230  0.222
H: 2.123 1.622 2.716  0.393
H: 0.818 0.731 2.604  0.395
H: 1.714 -1.650 0.119  0.417
H: 1.377 -1.460 1.823  0.404

---

Here is a 2-piece molecular cluster, C4H4BrN overall in a non-equilibrium geometry from the OMol25 dataset. Energies are from wB97M-V/def2-TZVPD.

**HOMO-LUMO gap**: 9.18 eV
**Max |F|**: 3.6 eV/A
**Total energy**: -2783.42409 Ha
**Energy above the lowest of the compared OMol25 structures with the same formula, charge and spin**: 81.5 kcal/mol
**E_HOMO**: -10.6 eV
**Lowest unoccupied orbital energy**: -0.0530 Ha

Each line ends with the natural charge from an NBO analysis.
Cartesian coordinates (Å):
C: 1.362 -2.264 -0.103  0.146
C: -1.271 -1.391 -0.015  -0.337
C: -0.209 -0.658 -0.082  0.234
C: 0.214 0.705 0.084  -0.743
N: 2.283 -2.938 0.073  -0.450
Br: -2.985 -0.451 0.123  0.056
H: -1.249 -2.499 -0.045  0.285
H: -0.808 1.297 0.415  0.280
H: 0.398 1.202 -0.906  0.256
H: 1.072 0.691 0.726  0.273